(1)
Density functional theory data (ωB97M-V with the def2-TZVPD basis set) for a cluster of 2 separate species, C2HN2O2 in total in a non-equilibrium geometry.

XYZ file:
```
7
C2HN2O2, DFT ωB97M-V with the def2-TZVPD basis set
C -1.42318 -0.07957 0.43587
C -0.22839 -2.20042 1.46849
N -0.38509 -1.10644 1.94995
N -0.60515 0.21488 -0.47819
O -0.77151 0.85408 -1.61614
O 0.09162 -3.24410 0.93958
H 0.38836 0.07759 -0.39224
```

Its orbital gap is 8.708 eV. As for the energy above the lowest of the compared OMol25 structures with the same formula, charge and spin: 414.04 kJ/mol. The HOMO energy comes out at -4.54 eV. The charge is -1. Its multiplicity is 1.

These are the Löwdin partial charges, in e, on atoms 1 to 4: 0.0729, -0.5823, 0.0115, -0.3251



(2)
Density functional theory data (ωB97M-V with the def2-TZVPD basis set) for a cluster of 12 separate species, C37H83N9O15S in total in a non-equilibrium geometry.

XYZ file:
```
145
C37H83N9O15S, DFT ωB97M-V with the def2-TZVPD basis set
C 1.11781 1.14162 -3.89916
C 1.17102 2.58980 -3.44040
O 2.19443 3.18040 -3.06023
N 0.01186 3.19915 -3.47081
C -0.20910 4.55825 -2.93987
H 2.14463 0.78801 -3.99249
H 0.64406 1.05334 -4.87685
H 0.61457 0.53601 -3.14544
H -0.79632 2.72398 -3.84652
H -1.22240 4.95899 -2.91274
H 0.29121 5.24903 -3.61856
H 0.18777 4.69021 -1.93330
C -1.08461 -4.25986 5.74111
C -2.06606 -3.85477 4.68627
O -3.26565 -3.76987 4.91622
N -1.55853 -3.67605 3.47001
C -2.42657 -3.32971 2.30844
H -1.70900 -4.69602 6.52084
H -0.60596 -3.37537 6.16142
H -0.33976 -4.93926 5.32673
H -0.58364 -3.87430 3.29568
H -3.30715 -2.70428 2.45518
H -2.63358 -4.23230 1.73349
H -1.76714 -2.89312 1.55835
C 1.69399 -3.33526 -3.99247
C 2.69115 -2.20941 -3.74231
O 2.36743 -1.34371 -3.00794
N 3.87353 -2.25095 -4.36565
C 4.81801 -1.15822 -4.37047
H 0.98550 -3.46338 -3.17410
H 2.28828 -4.24848 -3.96163
H 1.27928 -3.23880 -4.99587
H 3.95231 -2.92010 -5.11808
H 4.46136 -0.25209 -4.86019
H 5.75990 -1.57349 -4.72894
H 4.96326 -0.99487 -3.30262
C -4.53639 1.02542 1.70618
C -5.06824 0.53921 0.35730
O -4.33895 -0.23117 -0.29772
N -6.29521 0.94280 -0.00356
C -6.90256 0.62487 -1.26815
H -4.07878 2.01408 1.67092
H -3.85011 0.31429 2.16597
H -5.36991 1.12517 2.40145
H -6.67428 1.73297 0.49846
H -7.94919 0.92385 -1.21082
H -6.89715 -0.42936 -1.54503
H -6.48186 1.18896 -2.10056
C 4.11429 0.98908 -0.97972
C 5.27418 1.63670 -1.72702
O 6.41021 1.21122 -1.70208
N 4.90293 2.65957 -2.53644
C 5.73612 3.51628 -3.31801
H 4.30584 -0.04122 -0.67989
H 3.26280 1.08347 -1.65363
H 4.03085 1.56633 -0.05890
H 3.94084 2.78674 -2.81628
H 5.38085 4.53976 -3.19816
H 5.47856 3.32028 -4.35885
H 6.80167 3.33016 -3.18358
C 3.58882 -7.56849 2.32543
C 3.72877 -6.19036 1.66908
O 4.52039 -6.05809 0.73222
N 3.02608 -5.18861 2.20572
C 3.22852 -3.86550 1.64165
H 4.61142 -7.92657 2.44442
H 3.03587 -8.13684 1.57754
H 3.02681 -7.43857 3.25029
H 2.39402 -5.35538 2.97565
H 3.35671 -3.86654 0.55922
H 4.10483 -3.34773 2.03165
H 2.33312 -3.27479 1.83508
C 3.09345 6.33504 -1.66210
C 2.46337 5.77443 -0.38082
O 2.17373 6.60340 0.54468
N 2.25437 4.45739 -0.28347
C 1.61741 3.92556 0.95071
H 4.07411 6.73083 -1.39798
H 2.49977 7.18262 -2.00450
H 3.14017 5.56087 -2.42798
H 2.39089 3.87480 -1.09713
H 2.04705 4.34881 1.85865
H 1.71798 2.84101 0.99245
H 0.56046 4.18043 0.87329
C -1.63257 3.36951 2.80770
C -1.02002 4.10263 4.03785
O -0.23381 5.02861 3.85185
N -1.22943 3.59375 5.28486
C -0.47725 3.98999 6.46574
H -2.54783 2.85011 3.09163
H -0.97258 2.61022 2.38819
H -1.94697 4.06224 2.02707
H -1.97071 2.92493 5.43742
H 0.60103 4.14851 6.44883
H -0.75009 3.31467 7.27666
H -0.91675 4.97889 6.59622
C -2.77602 -0.53718 -4.18199
C -2.78666 0.88640 -3.73853
O -2.47939 1.72079 -4.54597
N -3.19189 1.17093 -2.47900
C -3.29108 2.51819 -1.90374
H -3.47881 -1.07393 -3.54474
H -1.74326 -0.88422 -4.14940
H -3.20441 -0.65943 -5.17679
H -3.50393 0.38939 -1.92050
H -2.73443 3.29597 -2.42651
H -2.99772 2.53306 -0.85407
H -4.33128 2.84389 -1.90053
C 2.11012 2.25054 4.07563
C 3.16694 1.66018 5.01658
O 2.86290 0.26134 5.08634
S 2.12453 -0.26103 3.64929
O 0.93840 -0.96909 4.00771
O 3.10313 -0.86311 2.71892
O 1.70165 1.28279 3.17210
H 2.59189 3.08465 3.56547
H 1.24249 2.61084 4.62835
H 3.12111 2.03233 6.04006
H 4.14842 1.68188 4.54295
C -4.42484 -3.17928 -1.28392
C -3.56098 -4.35948 -1.44428
C -4.48179 -5.54994 -1.52191
O -5.68284 -4.94337 -2.02725
C -5.85723 -3.63807 -1.41448
H -4.15570 -2.41564 -2.01366
H -4.24549 -2.59303 -0.38268
H -2.93623 -4.42848 -0.55376
H -2.89837 -4.26578 -2.30466
H -4.76161 -6.00128 -0.57002
H -4.06437 -6.25204 -2.24366
H -6.53049 -3.70502 -0.55989
H -6.43086 -2.96250 -2.04902
C -0.90441 -1.13398 -0.41224
C 0.56558 -1.36582 -0.21949
C 1.03855 0.05999 0.06596
O 0.05876 0.44206 1.04870
C -1.20693 -0.00655 0.60606
H -1.43113 -2.08100 -0.29464
H -1.06274 -0.85037 -1.45272
H 0.96532 -1.96405 -1.03829
H 0.78313 -1.96101 0.66738
H 1.02674 0.73084 -0.79305
H 2.07216 0.04029 0.41145
H -1.75279 0.80424 0.12360
H -1.73699 -0.41296 1.46743
```

Its orbital gap (alpha / beta) is 1.514 / 8.836 eV. The expectation value of S² is 0.750. The HOMO energy (alpha / beta) comes out at 0.18 / -7.21 eV. The charge is -1. Its multiplicity is 2.

These are the Löwdin partial charges, in e, on atoms 1 to 4: 0.0168, -0.5167, -0.0250, 0.0576



(3)
Density functional theory data (ωB97M-V with the def2-TZVPD basis set) for a cluster of 2 separate species, C7H11N3O2S in total in a non-equilibrium geometry.

XYZ file:
```
24
C7H11N3O2S, DFT ωB97M-V with the def2-TZVPD basis set
C -1.12695 2.27480 -1.19532
C -2.10049 1.53738 -0.59039
C 0.17115 2.28806 -0.69730
C -1.83144 0.68027 0.45691
C 0.48759 1.41146 0.30873
C -0.52775 0.52031 0.85865
C -0.29782 -0.54663 1.84620
N 0.69627 -0.61610 2.72097
N 1.94849 -0.96628 -1.76786
N 1.73075 -1.76693 -0.60925
O -0.93317 -1.48799 -1.30313
O -0.17126 -3.44240 -0.11990
S -0.01632 -2.01330 -0.24216
H -1.35368 2.85274 -2.05863
H -3.01093 1.67862 -0.93911
H 0.99501 3.00621 -0.95780
H -2.63802 0.20301 0.92824
H 1.38391 1.41710 0.78647
H -1.17251 -1.02560 2.04019
H 0.60746 -1.49613 3.28239
H 1.62244 -0.47779 2.42922
H 1.86538 -1.45631 -2.72941
H 1.53365 0.04906 -1.66973
H 2.13822 -2.62358 -0.77796
```

Its orbital gap (alpha / beta) is 7.103 / 7.100 eV. As for the energy above the lowest of the compared OMol25 structures with the same formula, charge and spin: 329.01 kJ/mol. The HOMO energy (alpha / beta) comes out at -7.67 / -7.67 eV. Its multiplicity is 1.

These are the Löwdin partial charges, in e, on atoms 1 to 4: -0.0638, -0.0547, -0.0811, -0.0422



(4)
Density functional theory data (ωB97M-V with the def2-TZVPD basis set) for a cluster of 2 separate species, C5H14 in total in a non-equilibrium geometry.

XYZ file:
```
19
C5H14, DFT ωB97M-V with the def2-TZVPD basis set
C -0.12042 1.66823 0.80748
C 0.38711 1.12124 2.15986
C 1.01903 -0.29993 1.87782
H 0.69357 2.31652 0.49854
H -1.01035 2.23985 0.93001
H -0.22382 0.98563 -0.04101
H 0.84232 1.84143 2.75936
H -0.42450 0.91034 2.87679
H 0.11458 -0.86378 1.73843
H 1.72946 -0.30277 1.04785
H 1.70062 -0.71628 2.62905
C 0.00355 -1.41029 -1.61407
C -1.09420 -0.81043 -2.55128
H 0.09890 -2.42751 -2.02970
H 0.82838 -0.68771 -1.65868
H -0.42903 -1.40158 -0.58604
H -0.95494 -1.32706 -3.50064
H -1.00444 0.23413 -2.96322
H -2.15581 -1.07004 -2.38054
```

Its orbital gap is 12.166 eV. As for the energy above the lowest of the compared OMol25 structures with the same formula, charge and spin: 130.70 kJ/mol. The HOMO energy comes out at -11.06 eV. Its multiplicity is 1.

These are the Löwdin partial charges, in e, on atoms 1 to 4: -0.1076, -0.2817, -0.1125, 0.0684



Number 1: total energy -336.69543 hartree. Number 2: total energy -3479.20571 hartree. Number 3: total energy -986.12464 hartree. Number 4: total energy -198.83938 hartree.